# 1
A single C19H16N2O6S molecule at a distorted geometry. Source: the Open Molecules 2025 dataset; level of theory: wB97M-V/def2-TZVPD.

Structure (XYZ):
```
44
Properties=species:S:1:pos:R:3
C 0.071 1.290 2.183
C -3.000 -2.683 2.800
C -1.811 -2.173 2.340
O -1.981 -0.135 4.192
H -1.135 -4.466 -0.117
C 1.495 1.872 -1.925
H -4.517 -4.223 2.546
H 0.075 3.357 -4.597
O 2.128 2.816 -1.502
C -1.639 -3.969 0.692
O 0.517 1.068 -5.125
C 0.681 -1.545 -4.279
H 0.943 -1.330 -5.344
H -0.347 -1.908 -4.144
C 0.738 0.913 -3.943
H 0.372 4.100 -3.006
S -1.060 -0.733 3.204
C -0.023 2.209 3.230
C -3.536 -3.840 2.216
H 1.344 -2.384 -4.019
C 2.112 2.384 1.409
O 1.349 -1.664 -1.648
C 1.985 3.320 2.452
H 0.825 3.951 4.175
H 2.980 2.502 0.797
C -1.087 -2.866 1.332
O 0.216 -1.107 3.831
N 0.872 -0.375 -3.417
C 0.939 3.230 3.370
N 0.910 2.045 -3.181
O -0.910 0.354 1.984
H -0.829 2.172 3.909
H 2.732 4.131 2.471
H -0.049 -2.604 1.066
H -3.222 -5.377 0.738
C 1.225 -0.519 -2.097
H -3.561 -2.154 3.548
H 1.695 3.755 -4.128
C 1.130 1.342 1.229
C 1.333 0.587 -1.239
C 0.761 3.387 -3.736
H 0.953 -0.638 0.429
C 1.173 0.386 0.132
C -2.845 -4.479 1.176
```

Properties
SMILES string: CN1C(=O)C(=Cc2ccccc2OS(=O)(=O)c2ccccc2)C(=O)N(C)C1=O
Energy above the lowest of the compared OMol25 structures with the same formula, charge and spin (kJ/mol): 178.81
HOMO energy (hartree): -0.343

=====

# 2
A single C19H16N4O3S molecule at a distorted geometry. Source: the Open Molecules 2025 dataset; level of theory: wB97M-V/def2-TZVPD.

Structure (XYZ):
```
43
Properties=species:S:1:pos:R:3
C -4.834 0.204 2.957
H 1.398 -0.447 3.979
C -2.476 0.541 3.368
N 3.089 -1.399 -5.038
O 0.119 0.535 -2.067
C 3.693 0.070 -2.228
H -3.993 -1.699 5.413
H 3.786 -0.368 -1.240
C -3.635 0.874 2.619
H -0.570 -0.258 0.448
H -0.108 -1.169 3.319
C -1.217 2.140 2.061
N 2.648 0.283 0.408
C 2.027 0.534 -3.954
N 2.310 0.328 -2.541
H -0.284 2.638 1.843
C -2.615 -0.405 4.406
C -3.841 -0.971 4.627
H -5.742 0.423 2.409
H -4.448 2.076 1.032
H 1.045 1.006 -4.032
C 0.461 -0.110 0.685
H 4.262 1.003 -2.248
C -1.254 1.185 3.045
C -3.558 1.842 1.597
C 2.808 -2.588 -5.615
H 2.799 1.185 -4.373
S 0.540 -1.627 -5.014
N -4.935 -0.679 3.909
H 1.021 -3.761 -6.110
C 1.088 -0.136 1.899
H -2.307 3.220 0.563
O 2.397 0.105 1.719
H 3.618 -3.202 -5.965
H -1.766 -0.652 5.025
C 0.564 -0.300 3.288
C -2.373 2.472 1.338
H 4.099 -0.609 -2.981
C 1.486 -2.889 -5.696
C 1.510 0.162 -0.234
O -0.100 0.867 3.743
C 2.025 -0.771 -4.676
C 1.266 0.350 -1.687
```

Properties
SMILES string: CN(Cc1nccs1)C(=O)c1cc(COc2cccc3cnccc23)on1
Energy above the lowest of the compared OMol25 structures with the same formula, charge and spin (kJ/mol): 176.51
HOMO energy (hartree): -0.318

=====

# 3
A molecular structure, C19H16NO3PPdS. Source: the Open Molecules 2025 dataset; level of theory: wB97M-V/def2-TZVPD.

Structure (XYZ):
```
42
Properties=species:S:1:pos:R:3
H -3.777 4.740 -1.227
H -2.019 1.208 1.764
H -1.349 4.315 -1.140
H 1.804 4.878 0.633
S -0.624 -0.125 -1.320
H 1.877 3.046 2.069
C 0.567 1.659 3.021
C -1.531 2.742 0.322
H 0.565 2.110 -2.420
C -2.024 3.733 -0.526
N 0.620 -2.406 -0.727
C -0.311 -1.824 -1.502
H 0.311 3.757 2.514
O 1.286 -1.702 0.171
C -2.402 1.986 1.114
C -3.761 2.238 1.061
H 2.919 5.528 -3.435
C 2.408 4.933 -2.690
O 0.515 1.759 4.209
H 2.959 6.220 -1.065
C 0.931 -3.720 -0.835
P 0.226 2.442 0.452
H 1.693 -4.055 -0.148
H -5.316 3.420 0.179
C -0.692 -3.935 -2.573
C 1.785 4.559 -0.401
C 0.799 2.873 2.109
H 0.549 -5.548 -1.823
C 1.107 3.400 -0.779
Pd 0.721 0.261 0.444
H -1.216 -4.540 -3.299
C 0.289 -4.502 -1.752
H -4.438 1.661 1.676
C 2.434 5.322 -1.360
C 1.731 3.780 -3.071
H 1.715 3.478 -4.109
O 0.517 0.475 2.401
C -4.252 3.228 0.218
H -1.750 -2.129 -3.051
C 1.083 3.012 -2.120
C -0.994 -2.602 -2.442
C -3.389 3.971 -0.573
```

Properties
Energy above the lowest of the compared OMol25 structures with the same formula, charge and spin (kJ/mol): 16.31
Net charge: +1
⟨S²⟩: 0.7623
HOMO energy (spin up / spin down) (hartree): -0.453 / -0.454
Multiplicity: 2

=====

# 4
2 unconnected molecules or ions with the total composition C19H16NO3S at a distorted geometry. Source: the Open Molecules 2025 dataset; level of theory: wB97M-V/def2-TZVPD.

Structure (XYZ):
```
40
Properties=species:S:1:pos:R:3
C -1.706 -0.571 -2.302
C -1.821 -0.057 3.256
H 1.133 -2.443 -2.212
H 3.147 -2.210 -2.451
H 2.926 0.858 -2.058
O 5.685 -1.700 -2.560
H 1.386 3.184 2.457
H -3.438 -2.511 -3.208
H -3.453 -2.477 -1.408
H -3.031 2.966 4.278
H 2.983 1.520 1.526
C 1.639 -0.166 1.744
C -1.120 0.724 -2.295
C -2.698 0.878 3.783
H -1.317 -2.724 -2.312
H 0.713 1.843 -2.257
C 1.115 2.131 2.391
N 4.779 -0.853 -2.372
C -3.708 -1.919 -2.320
C 0.380 -0.585 2.246
H -2.101 -1.111 3.196
O -3.065 -0.624 -2.338
H 0.129 -1.642 2.194
C -0.172 1.736 2.862
H -3.677 0.567 4.145
C 0.246 0.858 -2.248
C -1.090 2.656 3.403
C 2.527 -0.146 -2.180
O 5.029 0.377 -2.200
C 3.420 -1.166 -2.336
S 2.686 -1.218 1.008
C 1.997 1.220 1.870
C -0.882 -1.722 -2.281
H -0.801 3.707 3.460
C 1.096 -0.284 -2.215
C -0.540 0.330 2.782
C -2.336 2.239 3.860
C 0.493 -1.562 -2.236
H -1.779 1.589 -2.336
H -4.775 -1.691 -2.334
```

Properties
Net charge: -1
HOMO energy (hartree): -0.109

=====

no.,molecular weight (g mol⁻¹)
1,400.41
2,380.43
3,475.80
4,338.41